The following is a DFT calculation (ωB97M-V/def2-TZVPD) of 5 unconnected molecules or ions with the total composition C24H57IN6O11P.

Structure (XYZ):
```
100
Properties=species:S:1:pos:R:3
N -1.357 -2.131 -2.711
C -1.556 -1.598 -1.587
C -0.436 -0.900 -0.865
N -0.140 0.456 -1.426
C 0.871 0.471 -2.333
N 0.805 -0.211 -3.510
N 1.934 1.173 -1.985
C 2.204 1.170 -0.500
C 3.521 1.806 -0.136
C 4.698 1.094 -0.817
C 6.024 1.835 -0.662
N 6.411 2.265 0.638
O 6.716 2.042 -1.617
O 1.134 1.760 0.169
C -0.107 1.601 -0.488
N -1.098 1.419 0.506
P -0.485 3.117 -1.709
O -1.940 3.515 -1.073
I 0.956 4.815 -0.757
H -2.216 -2.564 -3.054
H -2.518 -1.637 -1.069
H -0.698 -0.741 0.178
H 0.453 -1.539 -0.891
H 0.714 0.289 -4.379
H 0.677 -1.215 -3.512
H 2.729 0.938 -2.570
H 2.276 0.106 -0.224
H 3.541 2.875 -0.355
H 3.631 1.668 0.942
H 4.575 1.013 -1.900
H 4.815 0.080 -0.410
H 6.097 3.210 0.835
H 6.034 1.655 1.357
H -1.088 2.198 1.156
H -2.036 1.319 0.115
H -2.616 3.498 -1.766
C 2.531 -4.248 3.277
O 3.870 -3.935 3.611
C 4.765 -3.965 2.517
C 5.048 -2.582 1.973
O 3.881 -1.954 1.451
C 3.254 -1.069 2.360
H 1.903 -3.906 4.097
H 2.219 -3.750 2.354
H 2.400 -5.328 3.160
H 4.380 -4.613 1.722
H 5.707 -4.392 2.871
H 5.768 -2.666 1.154
H 5.492 -1.957 2.754
H 3.779 -0.106 2.375
H 3.210 -1.460 3.378
H 2.235 -0.909 2.003
C -7.035 0.277 -0.412
O -6.842 1.675 -0.290
C -5.957 2.053 0.745
C -4.572 2.365 0.225
O -3.938 1.232 -0.370
C -4.075 1.174 -1.779
H -7.469 0.094 -1.393
H -6.093 -0.271 -0.328
H -7.727 -0.089 0.352
H -5.907 1.276 1.516
H -6.355 2.960 1.208
H -3.944 2.689 1.060
H -4.625 3.185 -0.499
H -3.350 1.850 -2.255
H -5.072 1.435 -2.135
H -3.845 0.155 -2.087
C -1.706 4.112 4.167
O -1.317 4.894 3.052
C -2.165 4.759 1.928
C -3.211 5.848 1.832
O -4.123 5.821 2.911
C -3.826 6.748 3.944
H -1.192 4.508 5.040
H -2.784 4.157 4.336
H -1.410 3.064 4.031
H -2.659 3.777 1.940
H -1.532 4.808 1.037
H -3.788 5.689 0.915
H -2.725 6.826 1.758
H -4.148 7.755 3.664
H -2.759 6.764 4.176
H -4.379 6.436 4.828
C -0.006 -4.803 -4.046
O 1.181 -4.547 -3.309
C 1.122 -4.990 -1.963
C 1.752 -6.352 -1.760
O 1.070 -7.370 -2.460
C 1.668 -7.726 -3.696
H 0.238 -4.711 -5.103
H -0.406 -5.801 -3.863
H -0.754 -4.052 -3.785
H 0.083 -5.008 -1.616
H 1.672 -4.262 -1.355
H 1.699 -6.596 -0.694
H 2.809 -6.323 -2.047
H 2.530 -8.380 -3.535
H 1.986 -6.846 -4.259
H 0.920 -8.268 -4.272
```

Net charge = +1
Lowest unoccupied orbital energy = -0.13525 hartree
E_HOMO = -11.2 eV
Frontier orbital gap = 7.52 eV


The following is a DFT calculation (ωB97M-V/def2-TZVPD) of 6 unconnected molecules or ions with the total composition C24H57NO9.

Structure (XYZ):
```
91
Properties=species:S:1:pos:R:3
N 3.016 -0.938 0.046
C 2.239 0.172 -0.343
O 2.513 0.887 -1.261
O 1.095 0.378 0.396
C 0.226 -0.746 0.248
C -1.214 -0.380 0.601
C -2.048 -1.582 0.219
O -2.156 -2.561 0.898
O -2.680 -1.488 -1.006
H 2.821 -1.717 -0.580
H 2.749 -1.212 0.988
H 0.301 -1.077 -0.800
H 0.538 -1.597 0.867
H -1.523 0.517 0.065
H -1.278 -0.197 1.674
H -2.011 -1.531 -1.708
C -1.952 4.744 0.911
C -2.638 3.450 1.313
O -1.779 2.504 1.927
C -1.153 2.916 3.128
C -2.124 3.273 4.241
H -1.111 4.540 0.246
H -2.660 5.390 0.392
H -1.573 5.293 1.774
H -3.018 2.951 0.420
H -3.505 3.653 1.951
H -0.464 3.746 2.938
H -0.543 2.065 3.433
H -2.740 4.137 3.988
H -1.572 3.515 5.150
H -2.790 2.434 4.452
C 4.136 0.847 -4.022
C 4.914 -0.075 -4.943
O 4.100 -0.786 -5.867
C 3.338 0.007 -6.758
C 4.168 0.913 -7.651
H 3.371 0.292 -3.484
H 4.803 1.300 -3.289
H 3.644 1.656 -4.566
H 5.405 -0.851 -4.355
H 5.706 0.471 -5.468
H 2.591 0.593 -6.210
H 2.790 -0.709 -7.373
H 4.715 1.663 -7.078
H 3.519 1.440 -8.351
H 4.892 0.328 -8.221
C -8.033 3.649 3.329
C -7.904 3.927 1.841
O -6.690 3.476 1.270
C -6.442 2.083 1.356
C -7.483 1.218 0.667
H -7.196 4.088 3.874
H -8.959 4.081 3.708
H -8.053 2.580 3.547
H -7.911 5.004 1.668
H -8.762 3.514 1.299
H -6.321 1.778 2.402
H -5.474 1.940 0.874
H -8.466 1.308 1.132
H -7.187 0.170 0.720
H -7.579 1.499 -0.383
C 5.333 -1.405 5.938
C 4.131 -0.907 5.154
O 4.068 -1.389 3.823
C 3.989 -2.795 3.675
C 2.772 -3.420 4.337
H 6.258 -1.150 5.420
H 5.348 -0.942 6.925
H 5.312 -2.486 6.081
H 4.181 0.177 5.056
H 3.203 -1.134 5.691
H 4.907 -3.275 4.031
H 3.943 -2.965 2.598
H 2.784 -3.297 5.420
H 2.742 -4.489 4.126
H 1.854 -2.967 3.957
C 1.208 -2.760 -4.813
C 2.006 -2.866 -3.528
O 1.209 -2.891 -2.347
C 0.288 -3.965 -2.223
C 0.934 -5.338 -2.221
H 0.572 -1.873 -4.796
H 1.892 -2.679 -5.657
H 0.571 -3.631 -4.978
H 2.640 -1.986 -3.424
H 2.670 -3.736 -3.555
H -0.478 -3.904 -3.005
H -0.216 -3.799 -1.269
H 1.431 -5.559 -3.166
H 0.174 -6.102 -2.058
H 1.675 -5.411 -1.423
```

SMILES = NC(=O)OCCC(=O)O.CCOCC.CCOCC.CCOCC.CCOCC.CCOCC
Lowest unoccupied orbital energy = 0.02016 hartree
E_HOMO = -9.6 eV
Frontier orbital gap = 10.13 eV


The following is a DFT calculation (ωB97M-V/def2-TZVPD) of 6 unconnected molecules or ions with the total composition C24H58BrNO12.

Structure (XYZ):
```
96
Properties=species:S:1:pos:R:3
C 1.483 -3.223 4.067
C 1.562 -2.128 3.002
C 0.544 -1.007 3.184
Br 0.352 -0.050 1.448
N -0.731 -1.351 3.755
C -1.755 -1.964 3.002
O -2.757 -1.395 2.663
O -1.535 -3.267 2.761
H 0.741 -3.987 3.819
H 2.456 -3.714 4.161
H 1.216 -2.808 5.046
H 2.542 -1.641 3.052
H 1.501 -2.546 1.998
H 0.963 -0.230 3.825
H -1.170 -0.528 4.159
H -2.352 -3.600 2.354
C 0.353 -3.919 -0.321
O 1.509 -3.180 -0.659
C 1.999 -3.423 -1.967
C 1.590 -2.334 -2.935
O 0.184 -2.271 -3.107
C -0.441 -1.258 -2.342
H -0.077 -3.453 0.563
H -0.389 -3.906 -1.123
H 0.602 -4.959 -0.081
H 1.646 -4.395 -2.331
H 3.091 -3.457 -1.915
H 2.040 -2.540 -3.911
H 1.973 -1.369 -2.583
H -0.236 -0.266 -2.762
H -0.114 -1.272 -1.300
H -1.514 -1.440 -2.383
C 2.479 5.424 3.179
O 1.087 5.335 3.414
C 0.473 4.228 2.777
C 0.244 3.068 3.718
O 1.456 2.506 4.199
C 1.812 2.944 5.496
H 2.875 6.163 3.874
H 2.979 4.467 3.346
H 2.687 5.755 2.156
H 1.075 3.889 1.926
H -0.497 4.559 2.394
H -0.274 2.285 3.159
H -0.389 3.375 4.559
H 1.168 2.491 6.259
H 1.748 4.031 5.585
H 2.839 2.630 5.672
C -6.693 0.129 6.236
O -5.580 0.568 5.485
C -5.510 0.008 4.183
C -6.045 0.944 3.121
O -7.428 1.212 3.276
C -7.705 2.446 3.907
H -6.765 0.772 7.113
H -7.621 0.198 5.663
H -6.561 -0.907 6.569
H -6.059 -0.940 4.148
H -4.461 -0.201 3.962
H -5.903 0.477 2.143
H -5.473 1.880 3.135
H -7.505 3.288 3.234
H -7.114 2.575 4.818
H -8.763 2.447 4.163
C 2.142 4.692 -3.880
O 0.845 4.134 -3.789
C 0.801 2.896 -3.105
C 0.344 3.042 -1.669
O 1.247 3.807 -0.889
C 0.860 5.160 -0.738
H 2.026 5.719 -4.224
H 2.651 4.691 -2.913
H 2.756 4.146 -4.605
H 1.784 2.411 -3.128
H 0.093 2.250 -3.633
H 0.282 2.044 -1.224
H -0.655 3.492 -1.639
H 0.008 5.255 -0.056
H 0.597 5.613 -1.696
H 1.710 5.691 -0.311
C 4.035 -2.370 -7.317
O 3.050 -2.981 -6.506
C 1.923 -3.458 -7.222
C 1.988 -4.950 -7.466
O 3.073 -5.314 -8.300
C 4.198 -5.804 -7.597
H 4.928 -2.254 -6.705
H 4.273 -2.982 -8.190
H 3.708 -1.381 -7.655
H 1.829 -2.931 -8.178
H 1.033 -3.237 -6.625
H 1.066 -5.264 -7.963
H 2.050 -5.476 -6.506
H 4.014 -6.813 -7.212
H 4.469 -5.151 -6.764
H 5.025 -5.844 -8.304
```

SMILES = CC[C@@H](Br)NC(=O)O.COCCOC.COCCOC.COCCOC.COCCOC.COCCOC
Lowest unoccupied orbital energy = 0.01802 hartree
E_HOMO = -9.1 eV
Frontier orbital gap = 9.57 eV


The following is a DFT calculation (ωB97M-V/def2-TZVPD) of a molecular structure, C24H58IrP2Si4Te.

Structure (XYZ):
```
90
Properties=species:S:1:pos:R:3
P -2.052 -1.623 -5.218
P -0.253 -3.189 -3.250
C -0.638 -2.656 -5.846
C -0.583 -3.887 -4.944
H 0.270 -2.036 -5.780
H -0.860 -2.850 -6.893
H -1.515 -4.458 -4.881
H 0.273 -4.542 -5.079
C 1.561 -3.080 -3.530
H 2.099 -2.856 -2.584
H 1.793 -2.347 -4.315
H 1.817 -4.098 -3.849
C -0.226 -4.532 -2.045
H 0.106 -5.392 -2.672
H -1.213 -4.740 -1.580
H 0.527 -4.262 -1.267
C -1.961 -0.116 -6.132
H -2.526 0.671 -5.615
H -2.415 -0.334 -7.109
H -0.912 0.213 -6.244
C -3.452 -2.672 -5.779
H -3.043 -3.609 -6.183
H -3.972 -2.102 -6.560
H -4.166 -2.885 -4.968
Ir -2.067 -2.157 -3.261
C 3.565 -0.928 -0.156
C 4.874 -1.038 -0.769
C 4.732 -0.352 -2.157
C 3.239 -0.416 -2.534
C 2.426 -0.669 -1.213
C 1.776 -1.927 -0.935
C 1.899 -2.503 0.405
C 3.037 -1.616 1.027
C -3.905 -0.712 -1.561
H 5.308 -2.050 -0.942
H 5.637 -0.525 -0.189
H 5.414 -0.816 -2.888
H 4.975 0.716 -2.021
H 2.921 0.547 -2.969
H 3.064 -1.183 -3.273
H 1.776 0.214 -1.013
H 0.771 -2.021 -1.423
H 2.246 -3.542 0.314
H 0.932 -2.424 0.933
H 2.535 -0.909 1.697
H 3.748 -2.149 1.666
H -4.424 -0.843 -0.606
H -4.203 -1.459 -2.306
H -4.049 0.294 -1.965
C 1.343 4.342 1.282
Si -0.297 4.024 2.147
C -0.413 5.169 3.640
C -1.688 4.428 0.944
Si -0.417 1.759 2.640
Te -1.852 -0.857 -1.131
Si 1.124 1.506 4.364
C 0.779 2.491 5.935
C 1.153 -0.327 4.794
C 2.825 2.010 3.728
Si -2.472 1.474 3.674
C -2.771 2.494 5.236
C -3.821 1.918 2.437
C -2.604 -0.353 4.090
H 1.227 5.262 0.689
H 1.609 3.526 0.596
H 2.170 4.483 1.988
H -0.512 6.193 3.245
H -1.281 4.972 4.281
H 0.494 5.134 4.258
H -1.830 3.631 0.201
H -2.644 4.600 1.454
H -1.402 5.346 0.411
H 0.033 1.992 6.568
H 1.722 2.538 6.503
H 0.445 3.520 5.755
H 1.158 -0.964 3.898
H 2.078 -0.522 5.358
H 0.299 -0.619 5.418
H 3.070 1.527 2.771
H 2.918 3.097 3.598
H 3.566 1.685 4.475
H -2.586 3.568 5.100
H -3.831 2.370 5.515
H -2.156 2.139 6.074
H -3.631 1.495 1.438
H -4.754 1.481 2.826
H -3.955 3.004 2.335
H -2.294 -0.988 3.248
H -2.004 -0.629 4.967
H -3.661 -0.568 4.310
```

Net charge = +2
Lowest unoccupied orbital energy (alpha / beta) = -0.28183 / -0.35175 hartree
E_HOMO (alpha / beta) = -11.5 / -11.9 eV
Multiplicity = 6
Frontier orbital gap (alpha / beta) = 3.85 / 2.34 eV


Number 1: F_max 1.0 eV/Å. Number 2: F_max 0.7 eV/Å. Number 3: F_max 0.6 eV/Å. Number 4: F_max 7.9 eV/Å.